Run one
Here is C4H5N3OS in the gas phase from the OMol25 dataset. Energies are from ωB97M-V with the def2-TZVPD basis set.

Values from the calculation:
- LUMO (eV) = 0.1770
- HOMO-LUMO gap (eV) = 9.8
- SMILES = Cc1nnc(/C=N\O)s1
- 2S+1 = 1
- net charge = 0

Cartesian coordinates (Å):
C -2.86 0.08 0.16
C -1.51 0.01 -0.26
N -1.15 -0.20 -1.53
N 0.25 -0.31 -1.65
C 0.88 -0.17 -0.50
C 2.37 -0.23 -0.54
N 3.14 0.05 0.37
O 2.60 0.64 1.48
S -0.10 0.09 0.86
H -3.16 -0.85 1.06
H -3.55 -0.09 -0.49
H -2.99 1.11 0.53
H 2.89 -0.82 -1.49
H 3.18 0.71 2.01

Run two
Here is 2 unconnected molecules or ions with the total composition C4H5N3OS from the OMol25 dataset. Energies are from ωB97M-V with the def2-TZVPD basis set.

Values from the calculation:
- LUMO (eV) = 0.2752
- HOMO-LUMO gap (eV) = 9.2
- SMILES = On1ccnc1.N=C=S
- 2S+1 = 1
- net charge = 0

Cartesian coordinates (Å):
O -0.61 0.04 -1.56
N 0.49 0.04 -0.76
C 0.60 0.81 0.36
C 1.78 0.38 1.01
N 2.36 -0.58 0.18
C 1.58 -0.71 -0.86
H -0.59 0.92 -2.14
H -0.20 1.31 0.81
H 2.30 0.92 1.68
H 1.73 -1.35 -1.71
N -1.96 -1.04 1.16
C -2.60 -0.12 0.68
S -3.16 1.28 0.27
H -1.73 -1.91 0.89

It is run one that is the least stable of them.

Run one
Here is a molecular structure, C23H41FIrN10SbSi from the OMol25 dataset. Energies are from ωB97M-V with the def2-TZVPD basis set.

Values from the calculation:
- LUMO (alpha / beta) (eV) = -4.5014 / -6.1118
- HOMO-LUMO gap (alpha / beta) (eV) = 6.8 / 5.2
- ⟨S²⟩ = 0.786
- 2S+1 = 2
- net charge = +1

Cartesian coordinates (Å):
Ir -0.24 -0.02 1.16
C -1.92 1.59 4.00
Si -0.94 0.03 4.30
C -1.98 -1.49 4.07
C -0.40 0.07 6.09
N 0.36 -0.01 3.01
C 1.75 -0.03 3.26
C 2.32 0.01 4.54
C 3.69 0.00 4.71
C 4.56 -0.04 3.62
C 4.03 -0.08 2.34
C 2.67 -0.07 2.22
F 2.10 -0.11 0.97
H -2.54 1.79 4.87
H -2.59 1.50 3.15
H -1.27 2.45 3.84
H -2.52 -1.70 5.00
H -1.38 -2.37 3.82
H -2.73 -1.37 3.30
H -1.33 0.10 6.67
H 0.17 0.95 6.36
H 0.14 -0.83 6.40
H 1.68 0.04 5.41
H 4.09 0.02 5.72
H 5.63 -0.04 3.76
H 4.65 -0.11 1.46
N -3.60 0.14 0.81
C -3.00 -1.10 0.87
N -3.63 -2.24 0.96
N -2.64 -3.17 1.03
N -1.49 -2.63 0.99
N -1.67 -1.29 0.85
C -2.88 1.30 0.75
N -3.38 2.51 0.73
N -2.30 3.33 0.70
N -1.21 2.67 0.69
N -1.54 1.34 0.70
H -4.60 0.19 0.82
C -1.53 2.33 -2.62
C -1.46 0.88 -3.08
C -1.29 0.82 -4.59
C -2.70 0.09 -2.66
Sb 0.23 -0.08 -1.99
C 2.03 1.17 -2.33
C 3.28 0.35 -2.03
C 1.90 2.33 -1.35
C 2.04 1.65 -3.78
C 0.45 -2.18 -2.74
C 0.19 -2.21 -4.24
C 1.85 -2.67 -2.41
C -0.58 -3.00 -1.99
H -2.49 2.75 -2.94
H -0.74 2.93 -3.06
H -1.47 2.44 -1.54
H -2.15 1.33 -5.04
H -1.28 -0.19 -4.99
H -0.40 1.34 -4.94
H -3.59 0.60 -3.05
H -2.81 0.03 -1.58
H -2.70 -0.92 -3.07
H 3.23 -0.14 -1.06
H 4.14 1.02 -2.02
H 3.46 -0.40 -2.80
H 1.89 1.98 -0.31
H 1.00 2.92 -1.51
H 2.76 3.00 -1.47
H 1.99 0.83 -4.49
H 2.98 2.19 -3.96
H 1.22 2.35 -3.98
H 0.80 -1.49 -4.80
H -0.86 -2.03 -4.47
H 0.44 -3.21 -4.61
H 2.61 -2.22 -3.06
H 1.88 -3.75 -2.56
H 2.13 -2.47 -1.37
H -1.60 -2.63 -2.12
H -0.36 -3.04 -0.93
H -0.55 -4.03 -2.37

Run two
Here is a molecular structure, C23H41FIrN10SbSi from the OMol25 dataset. Energies are from ωB97M-V with the def2-TZVPD basis set.

Values from the calculation:
- LUMO (alpha / beta) (eV) = -4.7875 / -4.7911
- HOMO-LUMO gap (alpha / beta) (eV) = 6.6 / 6.6
- ⟨S²⟩ = 0.755
- 2S+1 = 2
- net charge = +1

Cartesian coordinates (Å):
Ir -0.22 0.89 0.13
C 3.77 3.39 -0.69
Si 2.86 1.80 -0.41
C 3.06 1.14 1.31
C 3.40 0.57 -1.68
N 1.09 2.12 -0.69
C 0.61 3.42 -0.66
C 0.88 4.40 0.22
C -0.21 5.40 0.08
C -2.11 5.21 -0.75
C -2.74 4.05 -1.38
C -1.65 3.05 -1.28
F -1.74 1.97 -2.09
H 4.77 3.17 -1.08
H 3.89 3.98 0.22
H 3.26 4.01 -1.43
H 3.91 0.45 1.37
H 2.17 0.61 1.64
H 3.25 1.95 2.03
H 4.38 0.17 -1.42
H 3.48 1.04 -2.67
H 2.70 -0.26 -1.76
H 1.62 4.37 1.00
H -0.03 6.43 0.37
H -2.61 6.17 -0.77
H -3.79 3.81 -1.46
N -1.31 3.29 2.26
C -0.87 2.06 2.75
N -0.73 1.84 4.02
N -0.23 0.57 4.09
N -0.09 0.08 2.92
N -0.49 1.01 2.02
C -1.53 3.55 0.98
N -1.59 4.92 0.66
N -0.71 5.26 -1.29
N -0.44 3.80 -1.55
N -1.62 2.56 0.11
H -1.38 4.04 2.93
C -3.42 -1.79 -0.01
C -2.32 -2.40 0.86
C -2.42 -3.92 0.88
C -2.43 -1.84 2.27
Sb -0.40 -1.77 -0.04
C -0.58 -2.21 -2.18
C 0.80 -2.12 -2.82
C -1.47 -1.12 -2.78
C -1.18 -3.60 -2.41
C 1.27 -2.94 0.83
C 1.00 -4.43 0.65
C 2.55 -2.53 0.10
C 1.40 -2.60 2.30
H -4.38 -1.95 0.49
H -3.49 -2.26 -0.99
H -3.29 -0.71 -0.15
H -3.45 -4.19 1.18
H -1.75 -4.36 1.62
H -2.23 -4.39 -0.08
H -3.41 -2.12 2.67
H -2.36 -0.76 2.29
H -1.67 -2.24 2.94
H 1.28 -1.17 -2.61
H 0.68 -2.19 -3.91
H 1.45 -2.93 -2.51
H -1.06 -0.12 -2.61
H -2.49 -1.14 -2.40
H -1.52 -1.27 -3.87
H -0.62 -4.39 -1.92
H -1.17 -3.81 -3.49
H -2.22 -3.65 -2.09
H 0.75 -4.70 -0.38
H 0.21 -4.79 1.30
H 1.91 -4.98 0.91
H 2.63 -2.98 -0.88
H 3.40 -2.88 0.70
H 2.64 -1.45 0.01
H 0.47 -2.74 2.86
H 1.72 -1.57 2.46
H 2.15 -3.26 2.74

It is run two that is the least stable of them.

Run one
Here is a molecular structure, C12H28N4O4Rb from the OMol25 dataset. Energies are from ωB97M-V with the def2-TZVPD basis set.

Values from the calculation:
- LUMO (eV) = -1.9977
- HOMO-LUMO gap (eV) = 10.2
- 2S+1 = 1
- net charge = +1

Cartesian coordinates (Å):
Rb -0.36 0.33 0.25
C 3.84 2.05 -1.54
C 3.11 2.44 -0.32
O 1.94 2.05 -0.32
N 3.72 3.06 0.70
C 2.98 3.34 1.95
H 3.14 1.68 -2.30
H 4.53 1.25 -1.26
H 4.33 2.91 -1.99
H 4.73 3.04 0.74
H 1.93 3.39 1.70
H 3.17 4.38 2.24
H 2.99 2.64 2.78
C -2.00 2.21 -3.89
C -2.31 0.91 -3.18
O -1.43 0.46 -2.49
N -3.40 0.29 -3.53
C -3.62 -1.09 -3.14
H -2.53 3.07 -3.48
H -2.13 2.23 -4.97
H -0.93 2.40 -3.80
H -3.82 0.50 -4.42
H -4.68 -1.32 -3.05
H -3.10 -1.29 -2.20
H -3.14 -1.77 -3.85
C -4.28 0.14 1.03
C -3.53 -0.53 2.18
O -2.36 -1.03 1.94
N -4.23 -0.80 3.25
C -3.72 -1.70 4.30
H -5.28 0.43 1.36
H -4.55 -0.49 0.18
H -3.64 0.82 0.48
H -5.17 -0.43 3.29
H -3.24 -2.54 3.78
H -4.48 -2.11 4.98
H -3.05 -1.16 4.97
C 2.17 -3.93 0.75
C 2.66 -2.47 0.72
O 1.88 -1.61 0.56
N 3.91 -2.32 0.78
C 4.72 -1.13 0.59
H 2.94 -4.64 0.43
H 1.42 -4.00 -0.04
H 1.67 -4.17 1.69
H 4.41 -3.17 1.01
H 4.22 -0.19 0.82
H 4.77 -1.03 -0.50
H 5.79 -1.08 0.82

Run two
Here is a molecular structure, C12H28N4O4Rb from the OMol25 dataset. Energies are from ωB97M-V with the def2-TZVPD basis set.

Values from the calculation:
- LUMO (eV) = -2.0229
- HOMO-LUMO gap (eV) = 9.9
- 2S+1 = 1
- net charge = +1

Cartesian coordinates (Å):
Rb -0.08 -0.59 -0.56
C 1.30 3.79 -1.29
C 1.17 3.19 0.11
O 0.49 2.19 0.30
N 1.77 3.88 1.09
C 1.53 3.56 2.49
H 0.44 4.41 -1.52
H 1.22 2.98 -2.02
H 2.27 4.28 -1.35
H 2.55 4.46 0.85
H 2.26 4.08 3.10
H 1.62 2.49 2.68
H 0.53 3.84 2.79
C -0.53 -5.54 -1.90
C -1.13 -4.17 -1.71
O -0.48 -3.28 -1.16
N -2.38 -4.00 -2.15
C -3.17 -2.78 -2.08
H -1.08 -6.13 -2.63
H -0.45 -6.07 -0.96
H 0.48 -5.44 -2.29
H -2.91 -4.80 -2.44
H -2.46 -1.95 -2.11
H -3.77 -2.66 -1.18
H -3.84 -2.71 -2.93
C -4.75 1.02 -0.09
C -3.23 1.10 0.10
O -2.39 0.64 -0.66
N -2.81 1.97 1.06
C -3.36 2.03 2.41
H -4.88 0.88 -1.17
H -5.25 1.90 0.29
H -5.13 0.11 0.38
H -2.00 2.53 0.86
H -4.11 1.27 2.60
H -3.83 2.98 2.68
H -2.52 1.93 3.10
C 4.66 -2.23 -0.86
C 3.86 -1.17 -0.16
O 2.72 -0.91 -0.55
N 4.38 -0.59 0.92
C 3.53 0.27 1.74
H 4.44 -2.15 -1.92
H 4.45 -3.17 -0.36
H 5.73 -2.02 -0.79
H 5.17 -0.98 1.40
H 2.83 -0.33 2.32
H 3.01 1.03 1.16
H 4.10 0.91 2.41

It is run one that is the least stable of them.

Run one
Here is 2 unconnected molecules or ions with the total composition ClH3S from the OMol25 dataset. Energies are from ωB97M-V with the def2-TZVPD basis set.

Values from the calculation:
- LUMO (eV) = 0.6887
- HOMO-LUMO gap (eV) = 10.3
- SMILES = Cl.S
- 2S+1 = 1
- net charge = 0

Cartesian coordinates (Å):
Cl -0.23 1.64 -0.16
H 0.59 2.61 0.07
S 0.47 -1.39 -0.13
H -0.32 -2.38 0.26
H -0.51 -0.48 -0.05

Run two
Here is 4 unconnected molecules or ions with the total composition ClH3S from the OMol25 dataset. Energies are from ωB97M-V with the def2-TZVPD basis set.

Values from the calculation:
- LUMO (eV) = -3.5647
- HOMO-LUMO gap (eV) = 6.3
- 2S+1 = 1
- net charge = 0

Cartesian coordinates (Å):
H 1.69 1.38 2.65
H -0.21 -0.64 0.33
H -2.02 -1.29 -2.22
S 2.05 0.04 1.95
Cl -1.51 0.51 -2.71

It is run two that is the least stable of them.

Run one
Here is C3H4N6 in the gas phase from the OMol25 dataset. Energies are from ωB97M-V with the def2-TZVPD basis set.

Values from the calculation:
- LUMO (eV) = -1.5836
- HOMO-LUMO gap (eV) = 8.2
- SMILES = C/N=c1\ncnnnn1
- 2S+1 = 1
- net charge = 0

Cartesian coordinates (Å):
C -2.08 -0.09 0.43
N -1.10 -1.05 0.01
C -0.05 -0.55 -0.60
N 0.25 0.69 -1.01
C 1.25 1.22 -0.47
N 1.83 0.67 0.70
N 2.08 -0.58 0.93
N 2.12 -1.44 -0.13
N 1.14 -1.36 -0.96
H -3.01 -0.69 0.27
H -2.12 0.97 0.13
H -2.10 -0.06 1.44
H 1.78 2.28 -0.74

Run two
Here is C3H4N6 in the gas phase from the OMol25 dataset. Energies are from ωB97M-V with the def2-TZVPD basis set.

Values from the calculation:
- LUMO (alpha / beta) (eV) = -0.1736 / -0.1773
- HOMO-LUMO gap (alpha / beta) (eV) = 7.3 / 7.3
- 2S+1 = 1
- net charge = 0

Cartesian coordinates (Å):
C -1.54 -0.24 0.35
C -0.30 -0.66 -0.05
C -1.64 1.15 0.37
N -0.75 1.97 -0.06
N 3.08 0.11 -0.24
N 1.90 -0.24 0.00
N 3.98 0.39 0.52
N 0.74 0.25 -0.17
N 0.45 1.65 -0.30
H -2.38 -0.81 0.34
H -0.12 -1.74 -0.35
H -2.55 1.49 0.69
H 4.93 0.28 0.18

It is run two that is the least stable of them.

Run one
Here is C4H7N3O2S in the gas phase from the OMol25 dataset. Energies are from ωB97M-V with the def2-TZVPD basis set.

Values from the calculation:
- LUMO (alpha / beta) (eV) = -0.7896 / -1.2151
- HOMO-LUMO gap (alpha / beta) (eV) = 7.3 / 6.3
- 2S+1 = 1
- net charge = 0

Cartesian coordinates (Å):
C 1.50 -0.50 0.17
C -1.58 0.10 -0.16
C 0.47 -0.03 1.24
C -0.34 0.76 0.23
N 1.24 -1.56 -0.56
N 0.34 -2.40 -0.35
N 0.08 1.97 -0.07
O -2.04 -0.91 0.40
O -2.30 0.79 -1.01
S 2.64 0.75 -0.31
H -0.13 -0.90 1.58
H 0.94 0.56 2.16
H 1.91 -1.82 -1.35
H -0.43 -1.88 0.12
H 1.21 2.06 -0.12
H -3.14 0.41 -1.22
H -0.36 2.59 -0.75

Run two
Here is C4H7N3O2S in the gas phase from the OMol25 dataset. Energies are from ωB97M-V with the def2-TZVPD basis set.

Values from the calculation:
- LUMO (eV) = 0.8450
- HOMO-LUMO gap (eV) = 9.6
- 2S+1 = 1
- net charge = 0

Cartesian coordinates (Å):
C 0.04 -0.19 2.55
C 0.93 -1.16 2.19
C 0.08 -0.22 0.42
C -0.13 0.12 -1.00
N -0.47 0.40 1.44
N 0.94 -1.18 0.83
N -1.02 1.23 -1.27
O 2.32 -0.62 -1.70
O 1.00 0.84 -3.24
S 1.57 0.63 -1.71
H -0.26 0.13 3.52
H 1.53 -1.83 2.78
H -0.40 -0.75 -1.60
H 1.55 -1.71 0.22
H -0.93 1.91 -0.52
H -1.99 0.92 -1.26
H 0.20 1.39 -3.21

It is run one that is the least stable of them.